[1]
# C17H30N4OP2W

A structure of composition C17H30N4OP2W in a non-equilibrium geometry (ωB97M-V/def2-TZVPD, the Open Molecules 2025 dataset).

ORCA input file:
```
! RIJCOSX wB97M-V def2-TZVPD def2/J DEFGRID3
* xyz 0 3
W -0.487 -0.511 -0.209
P 1.787 -0.049 -0.885
P -2.017 1.025 0.771
O 1.106 0.282 2.919
N -1.073 -0.710 -1.904
N -0.090 -2.080 5.592
N -0.776 -2.968 3.353
N -0.642 -1.830 1.194
C 2.082 -0.226 3.496
C -1.545 0.923 -3.613
C 2.970 1.150 -0.231
C -2.359 -1.152 -5.319
C 2.880 -1.356 2.920
C -1.926 -1.465 -4.036
C -2.409 0.187 -5.749
C -1.502 -0.428 -3.169
C 2.533 0.227 4.857
C -2.807 2.159 -0.397
C -0.402 -2.455 4.526
C 1.823 0.374 -2.657
C -0.656 -2.388 2.249
C 2.735 -1.602 -0.885
C -1.380 2.041 2.115
C -1.990 1.221 -4.896
C -3.417 0.101 1.508
H -2.014 2.265 -5.213
H 2.849 -1.989 0.133
H -2.789 0.432 -6.744
H -0.588 1.512 2.666
H -3.766 2.511 0.008
H 3.992 0.769 -0.375
H 1.433 1.385 -2.816
H 1.225 -0.330 -3.244
H 2.214 1.259 5.029
H -2.672 -1.952 -5.994
H 2.863 0.332 -3.009
H -2.992 1.654 -1.352
H 3.626 0.145 4.935
H 2.069 -0.418 5.619
H 2.853 2.101 -0.764
H 3.729 -1.393 -1.312
H -1.907 -2.491 -3.657
H -0.961 2.964 1.694
H -2.213 2.288 2.791
H 2.451 -1.697 1.976
H -1.237 1.710 -2.913
H 0.892 0.021 0.884
H -3.810 -0.632 0.791
H -2.153 3.023 -0.573
H 2.763 1.286 0.835
H 2.229 -2.355 -1.503
H 3.918 -1.025 2.755
H 2.875 -2.207 3.616
H -3.085 -0.429 2.410
H -4.231 0.791 1.776
*
```

Summary:
- LUMO energy (spin up / spin down): 0.3 / -0.4 eV
- Relative energy (zero: lowest compared OMol25 entry of this formula, charge and spin): 0.0 kcal per mole
- Frontier orbital gap (spin up / spin down): 0.238 / 0.249 Ha

[2]
# C17H31AsFeN2PS5

A structure of composition C17H31AsFeN2PS5 (ωB97M-V/def2-TZVPD, the Open Molecules 2025 dataset).

ORCA input file:
```
! RIJCOSX wB97M-V def2-TZVPD def2/J DEFGRID3
* xyz -1 5
As 1.638 1.559 2.037
Fe -0.078 0.087 0.153
S -1.128 -2.085 0.608
S -0.625 1.482 1.876
S 2.199 0.891 3.980
S 2.356 3.409 1.347
S 2.176 -0.029 0.497
P -0.852 0.678 -2.078
N 0.907 -2.531 2.231
N -1.091 -1.807 3.243
C -0.465 -0.390 -4.762
C 0.861 -1.313 -2.873
C -0.503 -0.726 -3.271
C -0.685 2.844 -3.972
C 1.395 2.180 -2.718
C -0.604 -1.206 4.489
C -3.333 1.070 -0.910
C 1.783 -2.729 3.380
C -4.778 1.260 -3.268
C -3.408 1.056 -3.303
C -4.704 1.284 -0.871
C -0.481 3.305 -1.550
C -5.431 1.376 -2.047
C -0.132 2.297 -2.654
C -2.663 0.953 -2.126
C -1.564 -1.807 -3.045
C -0.361 -2.148 2.176
H -0.157 -1.946 5.146
H -1.478 -0.796 4.990
H 2.010 -1.783 3.871
H -2.537 -1.521 -3.448
H -0.261 -1.314 -5.313
H 0.864 -1.696 -1.850
H -0.050 4.270 -1.830
H -5.334 1.331 -4.193
H 0.328 0.312 -5.007
H -2.918 0.977 -4.265
H -5.199 1.377 0.087
H 0.100 -0.399 4.274
H -2.776 1.004 0.019
H -1.753 3.056 -3.908
H -0.512 2.198 -4.829
H 1.081 -2.149 -3.544
H -1.407 0.008 -5.139
H -1.561 3.431 -1.450
H 1.819 1.768 -1.799
H 1.729 1.580 -3.565
H -1.998 -1.468 2.944
H -1.237 -2.717 -3.554
H 1.364 -2.458 1.326
H 1.347 -3.460 4.060
H 1.806 3.184 -2.843
H 2.710 -3.141 2.990
H -1.697 -2.051 -1.990
H -6.500 1.540 -2.016
H 1.670 -0.588 -2.956
H -0.067 3.047 -0.573
H -0.180 3.794 -4.173
*
```

Summary:
- LUMO energy (spin up / spin down): 2.4 / 2.4 eV
- Relative energy (zero: lowest compared OMol25 entry of this formula, charge and spin): 0.0 kcal per mole
- Frontier orbital gap (spin up / spin down): 0.237 / 0.237 Ha

[3]
# C17H31BF3IN2O6S

The molecule C17H31BF3IN2O6S in a non-equilibrium geometry (ωB97M-V/def2-TZVPD, the Open Molecules 2025 dataset).

ORCA input file:
```
! RIJCOSX wB97M-V def2-TZVPD def2/J DEFGRID3
* xyz 0 1
I 1.871 -4.823 -1.021
S -1.761 -3.217 0.927
F 1.648 3.205 -2.601
F 3.622 2.403 -2.029
F 1.152 0.646 -3.521
O -1.527 -1.693 1.409
O -1.329 3.716 0.256
O -2.842 0.939 -0.959
O -2.472 -3.266 -0.308
O -0.520 0.312 1.300
O -0.203 -3.715 0.593
N 1.522 -1.573 0.689
N -1.169 -1.181 -1.961
C 2.001 0.933 -2.515
C 2.872 -2.043 0.958
C 3.184 -2.108 3.464
C -1.044 5.053 -1.753
C 2.507 -0.119 -1.549
C -4.202 0.060 2.130
C -0.381 -0.890 -0.757
C -4.051 -0.541 0.702
C 2.394 2.177 -2.399
C 0.316 -3.307 -0.652
C 1.811 -1.494 -1.727
C -1.250 -0.592 0.502
C 0.875 -1.835 -0.562
C -0.560 2.540 0.135
C 2.900 -2.983 2.206
C -0.688 4.866 -0.273
C -0.890 1.660 1.362
B -2.713 -0.029 0.011
H 0.401 4.846 -0.157
H 3.410 -2.539 0.155
H 3.582 -0.222 -1.727
H 1.322 -1.483 -2.702
H 0.931 -1.661 1.502
H -4.899 -0.142 0.131
H -3.394 -0.234 2.799
H -0.324 -3.491 -1.511
H 3.490 -1.182 1.254
H -0.234 2.091 2.129
H 2.835 -1.086 3.279
H -1.090 5.716 0.283
H -4.327 1.142 2.063
H -1.307 -0.313 -2.466
H -0.823 4.169 -2.352
H 4.256 -2.009 3.636
H 3.696 -3.719 2.099
H 0.074 0.086 -0.953
H 1.936 -3.466 2.370
H 2.397 0.287 -0.544
H -1.881 1.903 1.773
H -4.164 -1.625 0.687
H 2.651 -2.455 4.350
H 2.632 -2.201 -1.823
H -0.696 -1.790 -2.617
H 0.521 2.734 0.158
H -0.780 2.048 -0.820
H -0.513 5.925 -2.144
H -5.147 -0.321 2.527
H -2.116 5.244 -1.839
H -3.511 0.644 -1.595
*
```

Summary:
- LUMO energy: 0.3 eV
- Relative energy (zero: lowest compared OMol25 entry of this formula, charge and spin): 0.0 kcal per mole
- Frontier orbital gap: 0.325 Ha

[4]
# C17H31Br2Cl9O3

A cluster of 7 separate species, C17H31Br2Cl9O3 in total in a non-equilibrium geometry (ωB97M-V/def2-TZVPD, the Open Molecules 2025 dataset).

ORCA input file:
```
! RIJCOSX wB97M-V def2-TZVPD def2/J DEFGRID3
* xyz 0 1
Br -3.921 -2.550 0.588
Br -2.556 1.735 -0.341
Cl -4.183 -5.733 -5.170
Cl -8.782 2.886 4.672
Cl -7.569 1.586 -8.790
Cl -6.425 4.742 5.126
Cl -2.259 -7.697 -4.227
Cl -4.798 1.690 -7.724
Cl -4.597 -8.470 -6.022
Cl -6.554 4.061 -7.481
Cl -9.121 5.736 4.461
O 4.040 -4.338 -2.776
O 0.522 -2.595 6.216
O 4.596 4.485 0.130
C -8.201 4.449 5.235
C -6.507 2.234 -7.541
C 6.475 5.883 0.084
C -0.364 -1.102 7.927
C -4.016 -7.407 -4.684
C -0.475 -2.498 7.241
C 1.236 -1.378 6.249
C -3.545 -0.016 -0.600
C 2.648 -3.081 -4.195
C -3.484 -0.644 0.717
C 0.381 -0.313 6.962
C 4.419 -4.789 -4.050
C 3.772 -3.729 -5.007
C 3.060 -3.272 -2.753
C 5.803 6.013 -1.202
C 5.519 5.157 1.004
C 4.585 5.053 -1.154
H 3.735 5.735 -1.126
H 1.546 -1.227 5.215
H 7.319 5.215 -0.084
H -6.895 2.010 -6.547
H -1.338 -0.633 8.066
H 5.508 -4.813 -4.091
H -0.379 0.023 6.258
H 4.595 -3.067 -5.276
H 3.560 -2.355 -2.442
H 4.014 -5.735 -4.410
H -4.157 -0.199 1.449
H 4.928 5.871 1.577
H -2.874 -0.562 -1.263
H -0.402 -3.223 8.052
H 2.213 -3.489 -2.103
H 1.020 0.531 7.223
H 4.582 4.446 -2.059
H 3.466 -4.158 -5.961
H 2.132 -1.472 6.862
H 6.004 4.445 1.671
H -1.456 -2.586 6.774
H -4.712 -7.575 -3.862
H -4.561 0.126 -0.970
H 2.611 -2.007 -4.378
H -2.432 -0.674 1.000
H 6.863 6.834 0.451
H 0.183 -1.211 8.864
H -8.454 4.512 6.294
H 1.699 -3.519 -4.503
H 5.612 7.035 -1.529
H 6.372 5.627 -2.048
*
```

Summary:
- LUMO energy: 0.2 eV
- Frontier orbital gap: 0.356 Ha
- Structure (SMILES): ClC(Cl)Cl.ClC(Cl)Cl.ClC(Cl)Cl.C1CCOC1.C1CCOC1.C1CCOC1.BrCCBr